1.
140
Properties=species:S:1:pos:R:3:lowdin_charge:R:1 method="wB97M-V/def2-TZVPD" total_charge=0 mol_weight_g_mol=751.1 gap_ev=9.871 smiles=CC(C)O.CC(C)O.CC(C)O.CC(C)O.CC(C)O.COCCOC.COCCOC.COCCOC.COCCOC.COCCOC spin_multiplicity=1 homo_energy_ha=-0.3482
C -1.605 4.553 1.091 -0.0412
C -0.995 5.384 -0.104 -0.4539
C -1.177 4.644 -1.473 -0.0363
O -1.579 6.648 -0.109 -0.0396
H -1.267 3.520 1.173 0.0517
H -2.684 4.448 0.977 0.0471
H -1.425 5.004 2.067 0.0826
H 0.042 5.524 0.199 0.1096
H -2.243 4.479 -1.632 0.0694
H -0.697 3.666 -1.445 0.0576
H -0.868 5.258 -2.319 0.0780
H -2.524 6.603 0.056 0.0888
C -3.281 -2.916 -3.360 -0.0322
C -2.314 -2.747 -2.166 -0.5054
C -2.997 -2.678 -0.815 -0.0346
O -1.363 -3.744 -2.171 -0.0415
H -3.739 -3.904 -3.351 0.0825
H -2.788 -2.858 -4.331 0.0631
H -3.988 -2.096 -3.230 0.0822
H -1.848 -1.784 -2.375 0.1115
H -3.789 -1.940 -0.682 0.0791
H -2.333 -2.456 0.021 0.0676
H -3.432 -3.653 -0.594 0.0820
H -1.877 -4.543 -2.034 0.1155
C 4.120 5.034 1.538 -0.0610
C 2.646 4.993 1.645 -0.5593
C 2.161 3.803 2.473 -0.0292
O 2.030 6.131 2.120 -0.0285
H 4.513 4.160 1.019 0.0919
H 4.583 5.330 2.480 0.0899
H 4.351 5.849 0.852 0.0750
H 2.279 4.889 0.624 0.1230
H 2.059 2.864 1.928 0.0630
H 1.172 4.051 2.859 0.0717
H 2.780 3.617 3.350 0.0713
H 2.045 6.791 1.424 0.0972
C 0.615 -3.617 -4.905 -0.0436
C 1.547 -2.894 -3.904 -0.4726
C 1.193 -1.424 -3.705 -0.0441
O 1.361 -3.497 -2.665 -0.0696
H 0.757 -3.281 -5.933 0.0767
H -0.436 -3.539 -4.625 0.0568
H 0.848 -4.681 -4.955 0.0805
H 2.546 -3.089 -4.296 0.1318
H 0.158 -1.358 -3.372 0.0399
H 1.149 -0.900 -4.660 0.0796
H 1.739 -0.798 -2.999 0.0784
H 0.420 -3.551 -2.483 0.0281
C -2.639 1.403 -3.069 -0.0716
C -1.356 1.115 -3.776 -0.4858
C -1.671 0.261 -5.078 -0.0312
O -0.720 2.330 -4.077 -0.0328
H -3.190 0.510 -2.773 0.0720
H -3.303 1.974 -3.718 0.0915
H -2.443 1.997 -2.177 0.0603
H -0.758 0.525 -3.081 0.1017
H -2.567 0.608 -5.594 0.0733
H -1.884 -0.780 -4.834 0.0479
H -0.881 0.314 -5.827 0.0733
H -1.284 2.865 -4.641 0.0956
C 9.551 -2.487 -3.414 -0.0914
O 8.349 -2.368 -2.628 -0.1904
C 7.161 -2.700 -3.320 -0.2038
C 6.014 -2.982 -2.359 -0.1920
O 5.533 -1.773 -1.803 -0.1742
C 4.397 -1.949 -1.071 -0.1481
H 10.281 -1.843 -2.923 0.0809
H 9.353 -1.971 -4.354 0.0845
H 10.029 -3.466 -3.443 0.0853
H 7.366 -3.675 -3.762 0.1166
H 6.957 -2.015 -4.143 0.1278
H 6.277 -3.659 -1.547 0.1290
H 5.193 -3.506 -2.850 0.1171
H 4.125 -0.939 -0.763 0.0868
H 4.574 -2.531 -0.167 0.0921
H 3.645 -2.352 -1.750 0.0767
C -7.170 0.036 0.922 -0.0878
O -6.587 0.656 -0.234 -0.1791
C -5.185 0.930 -0.042 -0.1674
C -4.896 2.241 0.745 -0.2231
O -5.343 2.260 2.060 -0.2006
C -4.698 3.298 2.880 -0.0434
H -7.192 0.691 1.792 0.0796
H -6.673 -0.872 1.263 0.0649
H -8.210 -0.100 0.624 0.0904
H -4.675 1.070 -0.995 0.1015
H -4.763 -0.008 0.317 0.0891
H -5.354 3.067 0.200 0.1315
H -3.809 2.265 0.662 0.0982
H -4.755 4.220 2.303 0.0789
H -3.683 2.953 3.080 0.0768
H -5.289 3.412 3.788 0.0883
C 7.370 2.275 5.108 -0.0849
O 6.352 1.264 4.918 -0.1963
C 5.217 1.777 4.265 -0.2065
C 4.393 0.542 3.905 -0.1981
O 3.577 0.963 2.842 -0.2141
C 2.859 -0.106 2.204 -0.0674
H 8.345 1.863 5.369 0.0839
H 7.059 2.986 5.873 0.0827
H 7.515 2.817 4.173 0.0796
H 5.495 2.278 3.337 0.1201
H 4.741 2.502 4.925 0.1255
H 3.787 0.073 4.679 0.1257
H 5.037 -0.281 3.596 0.1236
H 3.651 -0.671 1.713 0.0804
H 2.240 0.270 1.389 0.0619
H 2.262 -0.722 2.877 0.0976
C -2.942 -2.712 4.659 -0.0933
O -3.813 -1.878 3.885 -0.1828
C -4.014 -2.229 2.468 -0.1667
C -4.995 -3.338 2.123 -0.2472
O -4.688 -4.447 2.879 -0.1857
C -5.544 -5.587 2.734 -0.0640
H -1.942 -2.420 4.339 0.0780
H -3.066 -3.783 4.499 0.0738
H -3.093 -2.548 5.726 0.0858
H -3.064 -2.426 1.970 0.1031
H -4.350 -1.300 2.006 0.0882
H -4.991 -3.495 1.044 0.1077
H -5.997 -2.921 2.222 0.1126
H -5.211 -6.271 3.515 0.0882
H -5.457 -6.142 1.800 0.0853
H -6.525 -5.172 2.967 0.0921
C -1.899 0.454 1.985 -0.0680
O -1.708 0.296 0.575 -0.1841
C -0.472 0.680 0.061 -0.1809
C 0.389 -0.586 -0.164 -0.1886
O 0.409 -1.342 1.027 -0.2021
C 0.954 -2.609 0.850 -0.0985
H -1.205 -0.171 2.548 0.0892
H -2.893 0.201 2.352 0.0722
H -1.726 1.494 2.259 0.0721
H 0.132 1.287 0.735 0.1124
H -0.691 1.247 -0.843 0.1036
H 1.405 -0.322 -0.458 0.1126
H -0.038 -1.187 -0.968 0.0992
H 0.535 -3.202 0.037 0.0802
H 0.900 -3.229 1.744 0.0964
H 2.014 -2.494 0.627 0.0762

---

2.
174
Properties=species:S:1:pos:R:3:lowdin_charge:R:1 method="wB97M-V/def2-TZVPD" total_charge=+1 mol_weight_g_mol=1420.9 gap_ev="8.616 / 9.035" spin_multiplicity=4 homo_energy_ha="-0.3645 / -0.3799"
Cr 0.887 -1.854 2.777 0.9275
C 2.679 -0.781 6.512 -0.0663
C 2.816 -1.221 4.993 -0.3547
O 1.505 -1.515 4.564 -0.3857
H 2.259 -1.653 7.024 0.0581
H 1.996 0.039 6.613 0.0497
H 3.674 -0.613 7.014 0.0796
H 3.401 -2.130 4.993 0.0903
H 3.287 -0.457 4.386 0.0870
C -0.664 -1.430 0.290 -0.2501
O 0.363 -2.080 0.952 -0.3974
H -1.407 -2.156 0.008 0.0690
H -1.198 -0.694 0.935 0.0456
H -0.418 -0.850 -0.626 0.0830
O 0.579 5.928 0.457 0.1094
C 1.323 6.599 -0.197 -0.5212
O 0.866 7.634 -0.903 0.0211
C 1.903 8.174 -1.845 -0.0920
C 3.199 7.500 -1.386 -0.1420
C 2.731 6.289 -0.612 -0.0848
H 1.927 9.310 -1.770 0.1441
H 1.478 7.909 -2.801 0.1165
H 3.714 8.210 -0.742 0.1188
H 3.779 7.220 -2.279 0.1229
H 3.142 5.917 0.290 0.1039
H 2.644 5.395 -1.265 0.1384
O -2.369 -4.811 -2.367 0.1140
C -1.633 -4.022 -2.845 -0.5053
O -0.448 -3.729 -2.324 -0.0079
C 0.367 -2.964 -3.223 -0.1205
C -0.680 -2.222 -4.115 -0.1237
C -1.964 -3.059 -4.007 -0.0391
H 0.886 -3.711 -3.831 0.1252
H 1.065 -2.362 -2.656 0.0882
H -0.288 -2.062 -5.138 0.1127
H -0.963 -1.286 -3.693 0.0848
H -1.958 -3.749 -4.856 0.1308
H -2.880 -2.491 -3.867 0.0805
C -3.748 -1.254 2.476 -0.0512
O -3.429 -1.477 3.870 -0.1884
P -1.978 -1.562 4.453 0.4248
O -1.002 -1.744 3.388 -0.2383
O -1.781 -0.267 5.346 -0.1741
C -2.790 0.131 6.270 -0.0820
O -2.048 -2.758 5.484 -0.1841
C -0.835 -3.374 5.970 -0.0568
H -4.033 -2.203 2.018 0.0978
H -2.805 -0.877 1.990 0.0636
H -4.585 -0.527 2.343 0.1073
H -2.852 -0.390 7.209 0.0921
H -3.770 0.062 5.801 0.0856
H -2.693 1.138 6.567 0.0732
H -0.775 -3.247 7.116 0.1332
H 0.053 -3.025 5.473 0.0435
H -0.969 -4.410 5.616 0.0798
C -0.146 2.733 4.369 -0.0930
O 1.092 2.230 3.974 -0.1701
P 1.491 1.656 2.571 0.4030
O 1.249 0.227 2.321 -0.2186
O 0.589 2.618 1.637 -0.2090
C 0.517 2.120 0.266 -0.0568
O 2.951 2.037 2.290 -0.1806
C 3.497 3.325 2.591 -0.0512
H -0.094 2.998 5.416 0.0922
H -0.940 2.019 4.237 0.0659
H -0.447 3.684 3.849 0.1058
H 0.111 1.127 0.319 0.0505
H 1.575 2.031 -0.150 0.1108
H -0.115 2.810 -0.225 0.0699
H 2.718 4.092 2.622 0.0929
H 4.141 3.618 1.794 0.0754
H 4.088 3.300 3.533 0.1129
C 3.233 -1.354 -6.173 -0.0302
O 4.165 -0.442 -5.461 -0.2014
P 3.767 -0.188 -3.938 0.3468
O 2.424 -0.641 -3.515 -0.2201
O 4.965 -0.903 -3.168 -0.2403
C 6.329 -0.995 -3.588 -0.0660
O 4.095 1.303 -3.665 -0.2089
C 3.094 2.330 -3.851 -0.0555
H 2.649 -1.913 -5.440 0.0701
H 3.866 -1.982 -6.792 0.0922
H 2.555 -0.824 -6.812 0.0556
H 6.986 -0.664 -2.802 0.0855
H 6.593 -0.326 -4.407 0.0957
H 6.513 -2.002 -3.815 0.0761
H 2.131 2.086 -3.336 0.0752
H 2.761 2.355 -4.857 0.0481
H 3.609 3.259 -3.506 0.1072
C -4.648 2.930 4.314 -0.0967
O -5.005 3.343 2.998 -0.2283
P -3.849 3.515 1.865 0.4941
O -2.654 2.624 1.995 -0.2394
O -4.685 3.368 0.493 -0.2295
C -5.983 3.935 0.332 -0.0967
O -3.658 5.129 2.042 -0.2327
C -2.432 5.795 1.704 -0.0916
H -5.281 2.146 4.590 0.0679
H -4.595 3.769 5.060 0.1146
H -3.632 2.554 4.356 0.0562
H -6.609 3.774 1.210 0.0840
H -6.506 3.586 -0.553 0.0806
H -5.946 5.046 0.187 0.1044
H -2.500 6.066 0.600 0.1155
H -1.632 5.120 1.844 0.0346
H -2.227 6.675 2.326 0.0961
C 6.067 -1.830 2.675 -0.0750
O 5.138 -1.123 1.899 -0.1819
P 3.834 -1.727 1.267 0.4472
O 2.845 -2.288 2.239 -0.2516
O 3.295 -0.491 0.450 -0.1815
C 4.025 0.217 -0.501 -0.0835
O 4.239 -2.933 0.331 -0.2026
C 3.234 -3.490 -0.555 -0.0364
H 5.772 -1.722 3.692 0.0750
H 7.054 -1.387 2.525 0.0987
H 6.072 -2.910 2.372 0.1119
H 4.823 -0.317 -0.974 0.0800
H 4.366 1.122 -0.067 0.0849
H 3.283 0.489 -1.242 0.0728
H 2.185 -3.093 -0.337 0.1042
H 3.285 -4.557 -0.337 0.0802
H 3.601 -3.197 -1.523 0.0821
C 1.052 -6.057 4.886 -0.0693
O 0.268 -6.213 3.701 -0.1778
P 0.654 -5.283 2.519 0.3827
O 0.442 -3.871 2.844 -0.2312
O 2.163 -5.506 2.020 -0.1890
C 2.560 -6.808 1.693 -0.0979
O -0.296 -5.913 1.475 -0.1794
C -0.390 -5.436 0.129 -0.0607
H 0.374 -6.103 5.733 0.0896
H 1.542 -5.065 4.839 0.0960
H 1.819 -6.850 4.823 0.1025
H 3.345 -6.867 0.903 0.1082
H 1.735 -7.410 1.324 0.0976
H 3.004 -7.141 2.578 0.0692
H -0.481 -4.260 0.091 0.1147
H -1.273 -5.838 -0.363 0.0772
H 0.450 -5.837 -0.454 0.0937
C -7.019 0.220 -2.430 -0.0796
O -5.574 0.468 -2.337 -0.2431
P -4.706 -0.877 -2.539 0.3562
O -4.815 -1.344 -3.905 -0.2103
O -3.316 -0.301 -2.046 -0.2170
C -3.259 0.272 -0.656 -0.0252
O -5.345 -1.909 -1.467 -0.2401
C -5.242 -3.320 -1.715 -0.0856
H -7.234 0.046 -3.477 0.0762
H -7.543 1.164 -2.011 0.1115
H -7.343 -0.686 -1.876 0.0855
H -3.700 -0.559 -0.055 0.0784
H -3.901 1.183 -0.530 0.0857
H -2.272 0.613 -0.489 0.0515
H -5.691 -3.715 -2.626 0.0943
H -5.897 -3.790 -0.942 0.0993
H -4.233 -3.722 -1.574 0.0676
C -0.084 0.303 -7.870 -0.0403
O -0.521 0.489 -6.465 -0.2517
P -0.483 1.917 -5.718 0.3842
O 0.715 2.712 -5.759 -0.2127
O -1.783 2.645 -6.378 -0.2382
C -3.099 2.069 -6.160 -0.0614
O -0.905 1.523 -4.244 -0.2184
C -0.613 2.394 -3.173 -0.1050
H 0.987 0.055 -8.003 0.0744
H -0.386 1.098 -8.541 0.0876
H -0.696 -0.586 -8.069 0.0948
H -3.762 2.618 -6.821 0.0908
H -3.384 2.145 -5.110 0.0841
H -2.949 1.023 -6.455 0.0881
H -1.605 2.777 -2.816 0.1080
H -0.099 3.283 -3.575 0.0879
H -0.053 1.951 -2.326 0.0723

---

3.
144
Properties=species:S:1:pos:R:3:lowdin_charge:R:1 method="wB97M-V/def2-TZVPD" total_charge=0 mol_weight_g_mol=734.2 gap_ev=9.732 smiles=COC[C@H](C)N.COC[C@H](C)N.COC[C@H](C)N.CC(C)O.CC(C)O.CC(C)O.CC(C)O.CC(C)O.CC(C)O.CC(C)O.CCO spin_multiplicity=1 homo_energy_ha=-0.3366
C 6.703 12.160 7.287 -0.1203
O 8.065 11.846 7.383 -0.1949
C 8.830 12.797 8.087 -0.2311
C 10.292 12.496 8.086 -0.4359
C 11.117 13.532 8.848 -0.0533
N 10.876 12.449 6.734 0.0442
H 6.225 12.336 8.278 0.0910
H 6.186 11.360 6.719 0.0966
H 6.627 13.085 6.695 0.0865
H 8.715 13.817 7.664 0.1375
H 8.422 12.812 9.110 0.1114
H 10.431 11.507 8.522 0.1258
H 12.160 13.210 8.837 0.0663
H 10.871 13.690 9.900 0.0560
H 11.082 14.536 8.406 0.0840
H 10.714 13.373 6.350 0.0671
H 10.340 11.786 6.170 0.0740
C 8.757 10.546 10.884 -0.1064
O 9.147 11.839 11.292 -0.2058
C 8.163 12.442 12.134 -0.2116
C 8.377 13.935 12.302 -0.4495
C 9.747 14.288 12.855 -0.0439
N 7.361 14.484 13.186 0.0409
H 7.777 10.636 10.381 0.0904
H 8.664 9.876 11.763 0.0913
H 9.433 10.112 10.155 0.0716
H 7.175 12.290 11.659 0.1217
H 8.038 12.049 13.141 0.1123
H 8.195 14.393 11.332 0.1353
H 10.569 14.101 12.197 0.0468
H 9.931 13.776 13.806 0.0694
H 9.664 15.347 13.033 0.0742
H 7.525 14.089 14.102 0.0667
H 6.424 14.183 12.882 0.0849
C 11.189 18.155 17.143 -0.0725
O 11.771 17.051 16.422 -0.2023
C 12.367 16.116 17.289 -0.2289
C 13.075 15.058 16.432 -0.4361
C 12.089 14.211 15.680 -0.0638
N 13.868 14.152 17.279 0.0588
H 10.523 17.736 17.896 0.0838
H 10.721 18.766 16.392 0.0795
H 11.980 18.663 17.690 0.0836
H 13.151 16.538 17.964 0.1308
H 11.624 15.606 17.922 0.1274
H 13.666 15.618 15.692 0.1348
H 12.679 13.371 15.266 0.0678
H 11.573 14.753 14.902 0.0615
H 11.390 13.813 16.421 0.0782
H 14.636 14.615 17.756 0.0708
H 14.366 13.427 16.751 0.0396
C 12.229 16.911 11.402 -0.0572
C 12.572 18.352 11.832 -0.4818
C 12.388 18.590 13.340 -0.0426
O 13.954 18.653 11.568 -0.0648
H 12.911 16.237 11.935 0.0745
H 12.393 16.861 10.312 0.0797
H 11.185 16.732 11.634 0.0641
H 11.923 18.987 11.206 0.1309
H 12.972 19.492 13.513 0.0803
H 12.870 17.760 13.867 0.0748
H 11.351 18.701 13.571 0.0690
H 14.197 18.346 10.683 0.0834
C 10.948 7.643 12.245 -0.0559
C 12.283 7.652 11.554 -0.4560
C 12.115 8.224 10.156 -0.0461
O 13.126 8.499 12.365 -0.0856
H 10.640 8.683 12.395 0.0684
H 11.126 7.250 13.259 0.0828
H 10.194 7.068 11.708 0.0891
H 12.722 6.641 11.525 0.1466
H 11.420 7.633 9.546 0.0872
H 13.094 8.176 9.681 0.0713
H 11.698 9.231 10.141 0.0664
H 13.987 8.527 11.920 0.0535
C 17.532 14.260 15.286 -0.0524
C 16.860 13.720 13.999 -0.4925
C 17.610 14.305 12.775 -0.0517
O 16.960 12.306 13.998 -0.0651
H 17.166 13.705 16.173 0.0694
H 17.390 15.332 15.447 0.0773
H 18.583 13.965 15.176 0.0796
H 15.826 14.078 13.888 0.1199
H 17.151 14.065 11.799 0.0455
H 18.627 13.866 12.787 0.0890
H 17.634 15.395 12.875 0.0846
H 16.244 11.982 14.558 0.0400
C 14.218 9.331 16.213 -0.0507
C 14.316 10.800 16.591 -0.4950
C 15.374 10.949 17.670 -0.0450
O 14.674 11.537 15.447 -0.0968
H 13.443 9.247 15.454 0.0598
H 13.864 8.794 17.086 0.0778
H 15.153 8.915 15.823 0.0938
H 13.346 11.139 16.942 0.1231
H 16.388 11.025 17.256 0.0891
H 15.441 10.081 18.342 0.0816
H 15.121 11.817 18.282 0.0662
H 14.085 11.308 14.699 0.0513
C 15.399 13.863 8.775 -0.0516
C 16.269 15.037 9.146 -0.5455
C 17.705 14.729 8.917 -0.0662
O 15.858 16.183 8.414 -0.0498
H 15.611 13.577 7.732 0.0954
H 14.415 14.301 8.817 0.0646
H 15.596 13.140 9.553 0.0688
H 16.083 15.246 10.210 0.1297
H 18.089 14.003 9.637 0.0754
H 18.212 15.667 9.092 0.0826
H 17.899 14.399 7.891 0.0884
H 16.097 16.026 7.486 0.0953
C 17.154 9.536 12.113 -0.0447
C 16.311 9.375 10.849 -0.4631
C 17.206 9.483 9.585 -0.0463
O 15.529 8.175 10.933 -0.0755
H 17.568 10.538 12.195 0.0729
H 17.941 8.772 12.129 0.0874
H 16.500 9.390 12.972 0.0754
H 15.543 10.162 10.760 0.1304
H 18.138 8.932 9.717 0.0701
H 17.494 10.533 9.394 0.0783
H 16.669 9.070 8.707 0.0848
H 16.143 7.479 11.224 0.1129
C 9.845 11.237 15.560 -0.0473
C 9.412 10.024 16.391 -0.4596
C 10.511 9.005 16.669 -0.0460
O 8.850 10.441 17.693 -0.0799
H 8.964 11.867 15.515 0.0691
H 10.284 10.954 14.603 0.0818
H 10.554 11.784 16.178 0.0561
H 8.527 9.583 15.934 0.1303
H 11.296 9.568 17.190 0.0716
H 10.958 8.587 15.766 0.0703
H 10.035 8.270 17.301 0.0795
H 9.591 10.852 18.186 0.0891
C 13.458 13.095 12.209 -0.0670
C 12.827 11.740 12.092 -0.2818
O 13.158 10.998 13.260 -0.1103
H 12.999 13.816 11.513 0.0630
H 14.524 13.006 12.018 0.0668
H 13.278 13.498 13.208 0.0608
H 13.260 11.235 11.207 0.1132
H 11.742 11.825 11.988 0.0993
H 13.147 10.061 13.006 0.0341